C4H2N2OS in the gas phase, computed with ωB97M-V with the def2-TZVPD basis set.

Positions of all 10 atoms, in Å:
C  0.990  1.729  -0.334
C  0.924  -0.706  0.500
C  1.041  0.457  -0.020
C  -1.500  0.491  -0.685
N  0.779  2.856  -0.529
N  -0.145  -1.559  0.470
O  -2.037  1.545  -0.772
S  -1.584  -1.142  -0.568
H  1.789  -1.298  0.965
H  -0.257  -2.372  0.973

Results
Net charge = 0
Gap between HOMO and LUMO (alpha / beta) = 7.7592 / 7.0782 eV
HOMO energy (alpha / beta) = -8.669 / -8.160 eV
Max |F| = 4.28 eV Å⁻¹
LUMO energy (alpha / beta) = -0.910 / -1.082 eV
E_tot = -736.37531 Eh

Just the Löwdin charges please, in e? Sure, here they are: number 1, C, carries -0.330; number 2, C, carries -0.262; number 3, C, carries -0.036; number 4, C, carries -0.583; number 5, N, carries 0.161; number 6, N, carries -0.256; number 7, O, carries 0.086; number 8, S, carries 1.020; number 9, H, carries 0.155; number 10, H, carries 0.045

---

C4H2N2S in the gas phase, computed with ωB97M-V with the def2-TZVPD basis set.

Positions of all 9 atoms, in Å:
S  -1.890  1.941  -0.282
C  -1.346  0.404  -0.522
C  -0.681  -0.347  0.499
C  -1.100  -1.616  0.610
C  -2.003  -2.489  -0.153
N  -1.475  -3.626  0.320
N  -1.182  -2.764  1.374
H  -1.539  -0.074  -1.408
H  -0.057  0.234  1.054

Results
Net charge = 0
Gap between HOMO and LUMO = 7.3699 eV
HOMO energy = -9.247 eV
Max |F| = 3.37 eV Å⁻¹
SMILES = S=C/C=C1\C2=NN21
LUMO energy = -1.877 eV
E_tot = -661.06176 Eh

Just the Löwdin charges please, in e? Sure, here they are: number 1, S, carries 0.693; number 2, C, carries -0.646; number 3, C, carries -0.098; number 4, C, carries -0.290; number 5, C, carries 0.055; number 6, N, carries 0.089; number 7, N, carries 0.097; number 8, H, carries 0.021; number 9, H, carries 0.079

---

A 2-piece molecular cluster, C4H2NO2P2S2 overall, computed with ωB97M-V with the def2-TZVPD basis set.

Positions of all 13 atoms, in Å:
C  -0.098  -2.368  -0.252
C  -1.807  2.591  1.028
C  2.527  -0.224  -1.340
C  -0.357  -0.989  -0.170
N  0.157  -3.468  -0.578
O  -2.016  2.900  -0.040
O  -1.762  2.303  2.125
P  1.158  -0.045  -0.316
P  -1.822  -0.225  0.609
S  0.876  1.819  0.111
S  -3.000  -1.552  1.387
H  3.290  0.576  -1.088
H  2.855  -1.319  -1.476

Results
Net charge = -1
Gap between HOMO and LUMO (alpha / beta) = 6.2620 / 5.2607 eV
<S²> = 2.023
HOMO energy (alpha / beta) = -3.126 / -4.708 eV
Max |F| = 3.47 eV Å⁻¹
Multiplicity = 3
LUMO energy (alpha / beta) = 3.136 / 0.553 eV
E_tot = -1837.93992 Eh

Just the Löwdin charges please, in e? Sure, here they are: number 1, C, carries -0.474; number 2, C, carries -0.731; number 3, C, carries -0.356; number 4, C, carries -0.776; number 5, N, carries 0.080; number 6, O, carries 0.132; number 7, O, carries 0.122; number 8, P, carries 0.321; number 9, P, carries 0.384; number 10, S, carries 0.203; number 11, S, carries 0.117; number 12, H, carries -0.016; number 13, H, carries -0.006

---

C4H2O in the gas phase, computed with ωB97M-V with the def2-TZVPD basis set.

Positions of all 7 atoms, in Å:
C  -0.784  -0.150  0.659
C  0.706  -0.056  0.199
C  -0.014  -1.162  1.008
C  0.422  0.097  -1.084
O  0.069  -0.080  -2.172
H  -1.560  0.519  0.772
H  1.162  0.831  0.616

Results
Net charge = 0
Gap between HOMO and LUMO = 8.9656 eV
HOMO energy = -9.085 eV
Max |F| = 3.85 eV Å⁻¹
LUMO energy = -0.120 eV
E_tot = -228.65771 Eh

Just the Löwdin charges please, in e? Sure, here they are: number 1, C, carries -0.073; number 2, C, carries -0.281; number 3, C, carries 0.044; number 4, C, carries -0.133; number 5, O, carries 0.237; number 6, H, carries 0.078; number 7, H, carries 0.128

---

C4H2O2 in the gas phase, computed with ωB97M-V with the def2-TZVPD basis set.

Positions of all 8 atoms, in Å:
O  -2.679  -0.327  0.420
C  -1.582  -0.106  -0.002
C  -0.432  1.075  0.195
C  -0.493  -0.232  -0.787
C  0.825  0.228  -0.439
O  1.618  -0.479  0.517
H  1.546  0.586  -1.221
H  1.196  -0.746  1.318

Results
Net charge = 0
Gap between HOMO and LUMO = 9.5607 eV
HOMO energy = -10.475 eV
Max |F| = 3.92 eV Å⁻¹
SMILES = O=c1c2c1C2O
LUMO energy = -0.914 eV
E_tot = -303.89789 Eh

Just the Löwdin charges please, in e? Sure, here they are: number 1, O, carries 0.118; number 2, C, carries -0.403; number 3, C, carries 0.302; number 4, C, carries 0.058; number 5, C, carries -0.308; number 6, O, carries -0.007; number 7, H, carries 0.159; number 8, H, carries 0.081

---

C4H2O2 as an isolated structure, computed with ωB97M-V with the def2-TZVPD basis set.

Positions of all 8 atoms, in Å:
C  1.109  -0.170  -0.077
C  -0.203  0.597  -0.715
C  0.986  1.271  -0.346
C  -0.178  -0.731  -0.234
O  1.549  2.297  -0.304
O  -1.069  -0.883  1.409
H  -0.367  -1.651  -0.589
H  -1.826  -0.730  0.856

Results
Net charge = 0
Gap between HOMO and LUMO = 8.9702 eV
HOMO energy = -10.435 eV
Max |F| = 5.20 eV Å⁻¹
LUMO energy = -1.465 eV
E_tot = -303.84869 Eh

Just the Löwdin charges please, in e? Sure, here they are: number 1, C, carries 0.257; number 2, C, carries 0.219; number 3, C, carries -0.436; number 4, C, carries -0.140; number 5, O, carries 0.169; number 6, O, carries -0.145; number 7, H, carries 0.091; number 8, H, carries -0.013

---

C4H2O2Pm as an isolated structure, computed with ωB97M-V with the def2-TZVPD basis set.

Positions of all 9 atoms, in Å:
O  0.603  -1.973  -0.233
C  0.898  -1.977  1.074
C  0.672  -0.752  1.737
C  0.221  0.417  1.912
H  1.316  -2.876  1.535
C  -1.321  2.098  -1.503
O  -0.186  2.052  -2.045
Pm  -0.226  0.087  -0.590
H  -1.976  2.924  -1.887

Results
Net charge = 0
Gap between HOMO and LUMO (alpha / beta) = 5.3037 / 8.2232 eV
<S²> = 8.772
HOMO energy (alpha / beta) = -6.353 / -9.186 eV
Max |F| = 1.51 eV Å⁻¹
Multiplicity = 6
LUMO energy (alpha / beta) = -1.049 / -0.963 eV
E_tot = -912.28837 Eh

Just the Löwdin charges please, in e? Sure, here they are: number 1, O, carries -0.396; number 2, C, carries -0.378; number 3, C, carries -0.374; number 4, C, carries -0.182; number 5, H, carries 0.093; number 6, C, carries -0.308; number 7, O, carries -0.303; number 8, Pm, carries 1.818; number 9, H, carries 0.030

---

C4H2O2S2 in the gas phase, computed with ωB97M-V with the def2-TZVPD basis set.

Positions of all 10 atoms, in Å:
C  2.699  1.363  0.001
C  1.483  1.252  0.060
C  -0.141  -1.601  0.561
C  0.184  1.013  0.125
O  -3.473  -0.643  -0.777
O  -1.228  -1.513  -0.177
S  -1.320  1.466  -0.011
S  -2.551  -0.619  0.324
H  3.745  1.419  -0.041
H  0.601  -2.137  -0.066

Results
Net charge = 0
Gap between HOMO and LUMO (alpha / beta) = 6.2776 / 6.2782 eV
HOMO energy (alpha / beta) = -7.853 / -7.853 eV
Max |F| = 2.31 eV Å⁻¹
LUMO energy (alpha / beta) = -1.575 / -1.575 eV
E_tot = -1100.18168 Eh

Just the Löwdin charges please, in e? Sure, here they are: number 1, C, carries 0.180; number 2, C, carries -0.236; number 3, C, carries -0.042; number 4, C, carries -0.592; number 5, O, carries -0.505; number 6, O, carries -0.489; number 7, S, carries 0.836; number 8, S, carries 0.796; number 9, H, carries 0.031; number 10, H, carries 0.021

---

C4H2O2Y as an isolated structure, computed with ωB97M-V with the def2-TZVPD basis set.

Positions of all 9 atoms, in Å:
O  -1.108  2.067  0.742
C  -0.492  1.300  0.097
C  0.026  0.305  -0.714
C  0.850  0.908  -1.704
H  1.878  0.585  -1.868
H  0.095  1.091  -2.537
O  -0.651  -2.231  2.324
C  -1.357  -2.430  3.190
Y  0.758  -1.595  0.471

Results
Net charge = +2
Gap between HOMO and LUMO (alpha / beta) = 5.7134 / 7.3184 eV
<S²> = 0.838
HOMO energy (alpha / beta) = -16.074 / -17.786 eV
Max |F| = 4.28 eV Å⁻¹
Multiplicity = 2
LUMO energy (alpha / beta) = -10.360 / -10.468 eV
E_tot = -341.55762 Eh

Just the Löwdin charges please, in e? Sure, here they are: number 1, O, carries 0.273; number 2, C, carries -0.160; number 3, C, carries -0.354; number 4, C, carries 0.068; number 5, H, carries 0.074; number 6, H, carries 0.136; number 7, O, carries -0.071; number 8, C, carries 0.211; number 9, Y, carries 1.825